Here is C40H67IrN5OPSSb2 as an isolated structure at a distorted geometry from OMol25. Energies are from ωB97M-V with the def2-TZVPD basis set.

Results
strongest force on any atom: 1.89 eV Å⁻¹
<S²>: 0.79
frontier orbital gap (spin up / spin down): 4.43 / 4.46 eV
E: -3237.44882 a.u.
spin multiplicity: 2
molecular weight: 1132.79 g mol⁻¹
ΔE to the lowest compared entry with this formula, charge and spin: 232.9 kJ/mol
net charge: +1
E_HOMO (spin up / spin down): -7.8 / -7.8 eV

Structure (XYZ):
```
118
Properties=species:S:1:pos:R:3:forces:R:3
Ir 0.486854 0.348076 0.101822 0.35 1.35 -1.09
Sb 0.455915 0.737736 -2.485063 0.55 0.33 0.02
Sb 0.287920 3.826436 0.387786 -1.12 -0.61 1.39
S 2.722846 0.951493 0.316320 0.11 -0.51 0.25
P 0.931521 -1.882413 0.441584 -0.24 -0.11 0.11
O 0.383692 1.252563 1.987695 0.15 -0.38 0.23
N -1.594785 0.382323 0.108685 0.04 -0.42 0.19
N -3.617386 0.603792 0.745973 0.06 0.04 0.01
N 1.548597 1.257843 2.676260 -0.03 -0.01 -0.02
N -3.638041 0.173489 -0.520644 0.01 0.02 -0.02
N -2.425283 0.039524 -0.899154 -0.06 -0.13 0.04
C 3.893985 1.155628 2.801155 0.00 0.06 -0.04
C -0.427512 -1.703702 2.959040 0.00 0.00 0.01
C 2.664528 -2.403811 0.016325 -0.04 0.02 -0.10
C -2.601761 -3.804845 -0.711323 0.00 0.03 -0.01
C 3.213367 -4.586444 -1.212772 0.02 -0.01 0.01
C 3.832986 1.374561 4.153112 0.00 0.01 0.02
C -1.080565 3.040043 -3.828375 0.06 0.00 -0.08
C 2.723534 1.108835 2.027463 -0.01 0.10 0.06
C -1.571211 -3.180131 0.246427 0.00 -0.02 0.00
C -5.543528 2.750923 -0.161993 -0.02 -0.01 0.01
C -1.216925 1.577502 -3.596357 -0.05 -0.14 0.09
C 0.589992 -3.950352 4.153993 0.01 0.00 0.00
C -2.209737 3.619581 -1.702696 -0.05 -0.02 0.00
C 2.590062 1.560912 4.770639 0.02 0.00 -0.01
C 4.535054 -2.474606 -1.652907 0.00 0.00 -0.01
C 1.464129 1.500991 4.001979 0.00 0.06 -0.01
C 2.957800 -3.928213 0.140438 -0.02 -0.01 -0.03
C -0.356916 5.896742 0.259265 0.34 0.14 -0.78
C 2.135445 4.332914 1.406819 0.20 0.02 -0.36
C -2.348895 0.728171 1.131356 -0.03 0.34 -0.11
C 3.153556 -1.901593 -1.352409 0.01 -0.01 0.03
C -0.311488 4.843473 -5.257885 0.00 0.02 0.02
C -1.386922 5.371738 -3.183313 -0.03 -0.01 0.00
C -0.928606 -4.118885 -2.554928 0.00 0.00 0.00
C -5.253878 2.406753 1.295618 0.02 0.01 -0.01
C -4.223766 3.354804 1.902879 0.00 0.02 -0.02
C 1.111326 -0.614825 -4.005826 -0.17 -0.07 0.03
C -1.940920 -4.819811 -1.636484 -0.02 0.00 -0.01
C 0.839312 -2.234711 2.271426 0.05 0.04 0.00
C -4.846292 0.942586 1.467128 -0.01 -0.02 0.01
C 1.972928 2.163962 -2.940465 -0.03 -0.03 -0.04
C -0.475393 3.491650 -4.994189 0.05 -0.02 0.03
C -1.561834 3.993444 -2.885443 -0.01 0.05 -0.01
C 4.450043 -3.992434 -1.891846 0.00 0.00 -0.01
C -0.239077 -1.629367 4.487003 0.00 0.00 -0.01
C 1.083200 -3.693371 2.719655 -0.01 0.00 0.01
C -0.772218 5.788216 -4.338286 0.00 -0.02 -0.02
C 0.739448 -2.692097 4.996760 0.00 -0.01 0.00
C -0.163170 -3.118494 -0.381883 -0.13 0.08 0.07
C -0.318521 -2.879449 -1.884177 -0.01 -0.01 0.01
H 3.337759 -5.661818 -1.076054 -0.01 0.00 -0.01
H 0.458549 1.647139 4.364234 0.00 -0.02 0.00
H -1.436494 5.923922 0.399011 0.01 -0.05 0.03
H 4.836750 1.021815 2.289893 0.00 0.00 0.00
H 5.348375 -4.480414 -1.509130 0.00 0.00 0.00
H 0.319920 -4.091728 -0.248022 0.04 0.02 0.02
H -2.689401 -5.343179 -2.231671 0.00 -0.01 0.01
H 1.727522 3.095498 -2.435436 0.01 0.00 -0.01
H -4.629498 2.766633 -0.758176 -0.01 -0.02 0.00
H 2.155863 -4.459094 0.641831 0.00 0.00 0.01
H -2.137197 1.302222 -3.089141 0.01 -0.02 0.01
H -0.679153 -0.720157 2.571904 -0.04 0.01 -0.01
H -1.415521 -3.817585 -3.485219 0.00 0.00 0.00
H -0.657179 6.844591 -4.541355 0.01 0.00 0.01
H -4.587094 4.381654 1.861361 0.00 0.00 0.00
H 1.674622 -1.619047 2.637812 0.01 -0.02 0.00
H 3.182170 -0.814940 -1.364759 -0.01 0.00 -0.02
H 2.470812 -2.212271 -2.140795 0.00 -0.02 0.01
H -6.185645 2.498079 1.862304 0.01 -0.02 0.02
H -1.171391 1.033769 -4.540383 -0.01 0.00 0.00
H -4.020276 3.117980 2.949822 0.00 0.00 0.00
H 3.843391 -4.062736 0.768148 0.00 0.00 0.00
H -1.210718 -1.776167 4.965070 0.00 0.02 0.01
H -1.531344 -3.759351 1.171014 0.00 -0.02 -0.02
H 3.254546 -1.868686 0.769492 0.01 -0.01 0.00
H 0.104229 -0.636593 4.782327 0.02 0.00 -0.01
H 4.416262 -4.203289 -2.962386 0.00 0.00 0.00
H 1.914975 4.414350 2.472064 -0.03 -0.03 -0.01
H -0.128737 2.763628 -5.719925 0.00 0.00 0.00
H 2.528165 5.285605 1.053365 -0.04 0.02 0.00
H -6.228918 2.035378 -0.618291 -0.02 0.01 0.01
H -0.969847 -2.010706 -2.022535 0.00 0.00 -0.01
H 2.082980 -1.021186 -3.739072 0.02 0.02 -0.04
H 5.197853 -2.251392 -0.811425 0.00 -0.01 0.01
H 1.210239 -0.027987 -4.918747 -0.02 0.03 0.01
H -3.276088 3.329471 1.356175 0.01 -0.01 0.01
H 2.927868 1.790246 -2.569697 0.00 0.01 0.01
H -3.401697 -4.269287 -0.133092 -0.01 0.01 0.00
H 0.131154 6.447571 1.062607 0.00 -0.08 0.06
H -5.993718 3.741134 -0.229581 0.01 0.01 0.00
H 2.331589 -4.462136 -1.849847 0.00 0.00 0.00
H -1.897910 -2.172862 0.516049 0.00 -0.02 0.05
H -1.263888 -2.364304 2.733820 0.01 -0.02 0.01
H -1.440716 -5.583126 -1.032908 0.00 0.00 0.00
H -1.758522 6.099051 -2.472195 -0.01 0.00 0.00
H 4.741933 1.408357 4.737822 0.00 -0.01 0.00
H -4.661974 0.707719 2.515472 -0.03 0.00 0.00
H 1.770005 -2.329636 4.919859 0.00 0.00 0.01
H 0.409258 -1.427953 -4.173285 -0.01 0.01 -0.03
H 2.036947 2.322406 -4.016487 0.01 -0.02 -0.01
H 0.562298 -2.896699 6.052904 0.00 0.00 0.00
H -0.133685 -4.815986 -2.831084 0.00 0.00 0.00
H 0.629942 -2.636429 -2.353877 0.02 -0.02 0.00
H -0.461677 -4.251826 4.146157 0.00 0.01 0.00
H 4.966845 -1.977278 -2.522656 0.01 0.01 0.01
H -5.613244 0.270337 1.086810 0.01 0.00 -0.01
H -1.997945 1.094618 2.080571 0.01 -0.03 0.01
H 0.163246 5.161658 -6.176148 -0.01 0.00 0.00
H 2.501155 1.744470 5.830545 0.00 0.01 0.00
H 2.896674 3.571475 1.250843 0.03 0.03 0.01
H -3.070494 -3.021739 -1.314408 0.01 0.00 -0.01
H 1.146308 -4.784429 4.582825 0.00 -0.01 -0.01
H -0.115560 6.386107 -0.685560 -0.01 0.08 0.04
H 0.584431 -4.390071 2.041702 0.00 -0.01 0.01
H -2.352164 2.584999 -1.428503 0.00 0.01 -0.01
H -2.610070 4.375191 -1.041112 0.02 0.00 0.01
H 2.149668 -3.912134 2.672922 0.00 0.01 -0.01
```
Forces are in eV/Å.

Here are the Löwdin charges for atoms 1 to 99, given in e:
1. Ir 0.547
2. Sb 1.301
3. Sb 1.172
4. S 0.645
5. P 0.942
6. O -0.442
7. N -0.180
8. N -0.066
9. N -0.175
10. N 0.111
11. N -0.004
12. C -0.061
13. C -0.210
14. C -0.402
15. C -0.185
16. C -0.191
17. C -0.036
18. C -0.284
19. C -0.631
20. C -0.195
21. C -0.064
22. C -0.275
23. C -0.183
24. C -0.002
25. C -0.030
26. C -0.173
27. C -0.028
28. C -0.186
29. C -0.399
30. C -0.387
31. C -0.125
32. C -0.263
33. C -0.064
34. C -0.043
35. C -0.173
36. C -0.401
37. C -0.067
38. C -0.280
39. C -0.190
40. C -0.393
41. C -0.092
42. C -0.305
43. C -0.062
44. C -0.277
45. C -0.181
46. C -0.174
47. C -0.187
48. C -0.073
49. C -0.194
50. C -0.407
51. C -0.236
52. H 0.117
53. H 0.141
54. H -0.023
55. H 0.118
56. H 0.111
57. H 0.107
58. H 0.112
59. H -0.025
60. H 0.048
61. H 0.068
62. H 0.035
63. H 0.051
64. H 0.114
65. H 0.108
66. H 0.088
67. H 0.106
68. H 0.025
69. H 0.069
70. H 0.141
71. H 0.066
72. H 0.083
73. H 0.126
74. H 0.115
75. H 0.104
76. H 0.094
77. H 0.082
78. H 0.111
79. H -0.003
80. H 0.115
81. H -0.001
82. H 0.084
83. H 0.081
84. H -0.002
85. H 0.117
86. H 0.018
87. H 0.050
88. H -0.004
89. H 0.113
90. H -0.006
91. H 0.088
92. H 0.100
93. H 0.076
94. H 0.097
95. H 0.115
96. H 0.108
97. H 0.120
98. H 0.133
99. H 0.113